Record 1
Formula: C17H39BBr6ClF4LiN3O9S2
Source: OMol25
Level of theory: the ωB97M-V functional and the def2-TZVPD basis

Gap between HOMO and LUMO ... 2.7 eV
E_HOMO ... -0.1421 Eh
Total energy ... -507353.0312 eV
Net charge ... -1
Largest force on an atom ... 5.12 eV/A

Cartesian coordinates (Å):
C -1.88918 2.33551 -1.22328
H 1.20389 2.48897 1.31828
H 6.18191 0.79003 -7.37202
C 3.12656 -1.52780 -4.71884
Br 4.14683 1.60499 -6.19916
H 3.29562 -1.43793 -5.79677
O -1.64729 3.08826 -2.20729
H 4.40236 -5.13874 -2.80215
S 1.48475 -0.59207 -2.90757
H -3.96780 1.36078 -0.58699
Br 4.77024 -1.24979 -7.53261
C 2.33309 -3.66027 5.45072
H 3.47101 -6.33078 -2.63353
C 2.30131 -2.18324 5.74679
H -0.64007 -0.15716 -3.83323
H 0.46045 3.71525 3.36276
O 1.35231 -6.23172 -0.20643
C -0.29442 2.99185 2.87080
H 4.05638 -3.48160 -4.65063
H -0.24461 -4.90536 -2.38256
O -0.55057 -5.25164 0.17646
H -4.59441 4.18621 -1.02395
C 3.12394 -2.99937 -4.34262
C 0.08990 2.79414 1.30427
F 2.93191 3.69233 3.09630
H 0.57569 1.75712 4.56296
Li -2.95481 2.07140 6.11328
F 3.97044 4.93905 4.78503
H 0.36692 1.32598 -3.71670
C -0.18558 1.61590 3.71170
F 2.56070 5.99960 3.24423
C -7.40351 2.50888 -1.45851
H -8.97539 1.33672 -2.17949
O -7.08659 3.47730 -0.78223
H -3.82520 3.98257 0.83110
Cl 1.15217 -4.37161 -6.00809
H -2.79426 -0.52824 5.30222
C 0.06018 0.40775 -3.21780
Br -0.28630 1.30782 6.73014
H -0.10287 0.60138 0.98260
H -5.52184 1.98354 -1.99675
H -0.97448 -0.73838 5.28571
H 1.40780 -1.86866 6.28611
H 2.52530 -4.23053 6.36094
H -6.73371 0.93434 -2.65723
H 0.19880 0.72850 3.10294
H -1.56665 1.81472 5.50554
O 3.52380 -5.45737 -3.04324
N 0.45886 -5.44825 -0.48820
H -2.71273 -0.67696 2.14013
S -1.87656 -1.27262 3.07523
H 3.94133 -0.99370 -4.21836
Br 0.60129 -4.28531 4.81421
H 0.60679 -3.60839 -1.47203
H 2.26712 -3.52628 -4.82147
C -0.70982 1.54149 0.69111
C 0.60380 -4.66329 -1.74315
H 1.53973 -4.93894 -2.22514
O 1.03867 -1.81368 -2.28361
O 2.51290 0.22851 -2.32119
B 3.53054 4.95699 3.42128
C 5.12225 0.65610 -7.58117
H -2.49051 1.70561 3.86311
Br 2.37285 -1.13652 4.10629
O -0.81780 1.52842 -0.75052
N -8.69404 2.12731 -1.62882
Br 4.79231 1.40565 -9.34073
H -0.57310 -1.27207 2.58852
H 3.18505 -1.88544 6.31334
N -6.49322 1.73232 -2.09764
H -1.33213 3.49277 2.98990
O 1.86868 -0.90203 -4.44062
H 3.02234 -3.12975 -3.26183
H -0.39331 0.63458 -2.25021
H -1.70437 1.45705 1.25070
C -1.59156 1.26193 4.46000
C -1.84352 -0.30915 4.68119
H -0.01114 3.75551 0.70016
H -9.39994 2.67935 -1.17006
C -3.37675 2.34146 -0.67241
F 4.64909 5.19135 2.55974
H 3.06774 -3.93455 4.69410
C -3.99554 3.60185 -0.23305

Per-atom Löwdin charges, elementary charge units: number 1, C, carries -0.37; number 2, H, carries 0.13; number 3, H, carries -0.03; number 4, C, carries -0.35; number 5, Br, carries 0.61; number 6, H, carries -0.03; number 7, O, carries 0.09; number 8, H, carries 0.05; number 9, S, carries 0.61; number 10, H, carries 0.11; number 11, Br, carries 0.68; number 12, C, carries -0.68; number 13, H, carries 0.05; number 14, C, carries -0.68; number 15, H, carries 0.08; number 16, H, carries 0.12; number 17, O, carries 0.05; number 18, C, carries -0.16; number 19, H, carries 0.07; number 20, H, carries 0.11; number 21, O, carries 0.01; number 22, H, carries 0.09; number 23, C, carries -0.21; number 24, C, carries -0.12; number 25, F, carries 0.04; number 26, H, carries 0.04; number 27, Li, carries 0.74; number 28, F, carries 0.04; number 29, H, carries 0.08; number 30, C, carries -0.25; number 31, F, carries 0.04; number 32, C, carries -0.69; number 33, H, carries 0.09; number 34, O, carries 0.01; number 35, H, carries 0.08; number 36, Cl, carries -0.44; number 37, H, carries 0.10; number 38, C, carries -0.12; number 39, Br, carries 0.16; number 40, H, carries 0.12; number 41, H, carries 0.07; number 42, H, carries 0.04; number 43, H, carries 0.04; number 44, H, carries 0.06; number 45, H, carries 0.10; number 46, H, carries 0.04; number 47, H, carries -0.22; number 48, O, carries -0.07; number 49, N, carries -0.44; number 50, H, carries 0.00; number 51, S, carries 0.99; number 52, H, carries 0.10; number 53, Br, carries 0.60; number 54, H, carries 0.06; number 55, H, carries -0.19; number 56, C, carries -0.19; number 57, C, carries 0.05; number 58, H, carries 0.07; number 59, O, carries -0.31; number 60, O, carries -0.28; number 61, B, carries -1.14; number 62, C, carries -1.58; number 63, H, carries 0.10; number 64, Br, carries 0.67; number 65, O, carries -0.10; number 66, N, carries 0.15; number 67, Br, carries 0.54; number 68, H, carries 0.00; number 69, H, carries 0.07; number 70, N, carries 0.16; number 71, H, carries 0.11; number 72, O, carries -0.27; number 73, H, carries 0.05; number 74, H, carries 0.03; number 75, H, carries 0.10; number 76, C, carries -0.53; number 77, C, carries -0.46; number 78, H, carries 0.13; number 79, H, carries 0.11; number 80, C, carries -0.09; number 81, F, carries 0.05; number 82, H, carries 0.06; number 83, C, carries 0.05

---

Record 2
Formula: C17H39F2I2N14O8S
Source: OMol25
Level of theory: the ωB97M-V functional and the def2-TZVPD basis

Gap between HOMO and LUMO ... 7.2 eV
E_HOMO ... -0.1897 Eh
Total energy ... -87982.8617 eV
Net charge ... -1
Largest force on an atom ... 1.99 eV/A

Cartesian coordinates (Å):
H 2.79207 5.69242 0.23573
N -3.81518 -4.16859 2.15812
N 1.37132 -5.15546 3.80390
H -6.89656 -3.47087 2.75351
H -2.62131 8.17353 5.31619
O 0.22856 -4.43406 5.62983
H -1.09223 1.10942 0.17495
H -0.58956 6.11037 1.26268
C -4.85842 -3.54928 2.77749
C 2.39460 -4.99150 -4.03059
C 0.48743 -0.09856 -2.28152
H 3.15051 -0.76176 -1.35143
N 3.16514 -5.56690 -5.02096
C -1.75425 -0.92764 -2.33988
H 0.82487 6.93091 0.68537
H -2.47706 -1.31959 0.41451
O -1.23589 -3.56407 0.30163
H -0.62761 -4.23724 2.56090
H 2.79072 3.99306 0.51353
C -1.49658 0.52565 0.98371
H 1.37068 -2.12529 -2.39611
H 2.83184 -6.28743 -5.62955
N -1.91074 5.80378 4.69576
N 2.30347 4.86988 0.53213
H -1.67036 4.90096 4.32706
C 3.00934 -0.83859 -2.41587
H -1.75129 5.99456 5.66528
H 2.13503 -5.41867 4.39371
I 1.48432 -1.19078 -4.91432
S 2.67907 -3.28144 0.58184
N 0.37069 6.08189 0.95749
O 4.82888 4.89234 -1.29092
H 0.54869 -5.05344 -3.18097
O 2.83130 -4.11265 -3.30310
N -0.69173 -4.16566 3.56715
H 2.72326 5.29774 -2.52201
H 4.10247 -5.23132 -5.12392
H 5.56954 4.17133 -4.29795
N -6.10855 -3.90935 2.31989
N 3.47852 4.99477 -3.10777
H -0.08048 0.19610 2.56633
C 0.28615 -4.57823 4.41605
C -1.50911 -0.96132 0.71686
N -0.61971 -0.57952 -1.53022
N -2.76076 7.93505 4.35418
C 4.67029 4.74189 -2.49151
F -2.08207 1.47333 -2.27816
H -2.41291 0.41463 -3.93452
N 5.67887 4.30840 -3.31246
H 0.75318 -6.18472 -4.50358
C -0.47682 -1.40485 -0.34137
H 6.56213 4.10977 -2.88515
O -0.51296 -3.30569 -1.78548
C -0.87673 0.87446 2.30436
I 1.36408 1.71126 -1.40479
H -1.65239 0.75601 3.04595
H -3.92327 -4.84000 1.42401
O -4.71265 -2.73686 3.67251
H -2.89010 -3.92754 2.45819
H -2.46164 -1.50379 -1.77687
H -3.15455 8.61417 3.73305
N 1.12756 -5.46530 -3.91628
H 0.06729 0.30898 -3.17437
C 1.56778 -1.12858 -2.74994
O -2.62314 6.43926 2.64872
H -1.49393 -1.52965 -3.20297
H -0.53424 1.89549 2.32692
N 0.85323 -1.23856 0.32558
F -2.85323 0.91916 1.07634
H 3.40209 0.00427 -2.95806
H 1.45065 -5.28444 2.81246
C -0.76801 -2.92081 -0.62688
H 3.56508 -1.70646 -2.73573
H -3.56354 0.21930 -2.63221
H 3.31615 4.87798 -4.08855
C 1.65435 -2.13525 0.43787
C -2.51296 0.30702 -2.86187
H -1.21583 -1.46518 1.61707
H -6.25831 -4.57207 1.58521
H -1.49406 -3.72801 3.98071
C -2.44342 6.70828 3.82104
O 0.44208 3.83482 1.30488
C 0.99597 4.86014 0.95645

Per-atom Löwdin charges, elementary charge units: number 1, H, carries 0.07; number 2, N, carries 0.17; number 3, N, carries 0.14; number 4, H, carries 0.09; number 5, H, carries 0.08; number 6, O, carries 0.00; number 7, H, carries 0.08; number 8, H, carries 0.08; number 9, C, carries -0.68; number 10, C, carries -0.69; number 11, C, carries -0.71; number 12, H, carries 0.03; number 13, N, carries 0.14; number 14, C, carries -0.15; number 15, H, carries 0.08; number 16, H, carries 0.12; number 17, O, carries -0.01; number 18, H, carries 0.07; number 19, H, carries 0.07; number 20, C, carries -0.36; number 21, H, carries 0.04; number 22, H, carries 0.08; number 23, N, carries 0.16; number 24, N, carries 0.15; number 25, H, carries 0.11; number 26, C, carries -0.29; number 27, H, carries 0.09; number 28, H, carries 0.09; number 29, I, carries 0.83; number 30, S, carries 0.77; number 31, N, carries 0.15; number 32, O, carries 0.01; number 33, H, carries 0.10; number 34, O, carries -0.01; number 35, N, carries 0.17; number 36, H, carries 0.09; number 37, H, carries 0.09; number 38, H, carries 0.09; number 39, N, carries 0.13; number 40, N, carries 0.16; number 41, H, carries 0.07; number 42, C, carries -0.69; number 43, C, carries -0.07; number 44, N, carries -0.13; number 45, N, carries 0.14; number 46, C, carries -0.68; number 47, F, carries -0.06; number 48, H, carries 0.11; number 49, N, carries 0.15; number 50, H, carries 0.09; number 51, C, carries -0.33; number 52, H, carries 0.10; number 53, O, carries -0.03; number 54, C, carries -0.03; number 55, I, carries 0.92; number 56, H, carries 0.08; number 57, H, carries 0.10; number 58, O, carries 0.02; number 59, H, carries 0.06; number 60, H, carries 0.12; number 61, H, carries 0.10; number 62, N, carries 0.17; number 63, H, carries -0.01; number 64, C, carries -0.73; number 65, O, carries 0.03; number 66, H, carries 0.11; number 67, H, carries 0.05; number 68, N, carries 0.16; number 69, F, carries -0.06; number 70, H, carries 0.03; number 71, H, carries 0.07; number 72, C, carries -0.69; number 73, H, carries 0.05; number 74, H, carries 0.11; number 75, H, carries 0.09; number 76, C, carries -0.79; number 77, C, carries -0.17; number 78, H, carries 0.11; number 79, H, carries 0.08; number 80, H, carries 0.09; number 81, C, carries -0.68; number 82, O, carries -0.01; number 83, C, carries -0.69

---

What is the net charge in the first record? -1

---

Look up the gap between HOMO and LUMO of the second one. 7.2 eV

---

Which value of largest force on an atom does entry 2 give? 1.99 eV/A